Record 1
C29H36F3N2O3P2PtSSe | ωB97M-V/def2-TZVPD

Geometry as XYZ:
```
78
Properties=species:S:1:pos:R:3:forces:R:3
Pt -0.084058 2.040537 -0.187112 -0.2 -0.3 0.0
Se -1.969635 -2.373686 1.030776 1.3 -0.6 0.0
S 5.615051 -1.147167 -2.282757 0.4 -1.3 -0.6
P 1.404989 2.384675 1.533688 -0.1 0.4 -0.6
P -1.712128 2.613338 1.326396 1.1 0.1 -0.5
F 3.163759 -1.730862 -1.323823 0.8 0.1 -0.2
F 3.948858 -3.285172 -2.582679 0.5 0.7 -0.2
F 3.168625 -1.422648 -3.446224 1.1 -0.4 0.3
O 5.348514 0.247724 -2.107705 -0.3 0.7 -0.4
O 6.239201 -1.576781 -3.529112 -0.3 0.5 0.7
O 6.065372 -1.809690 -1.087273 0.5 -0.4 0.4
N 0.262151 -3.658590 2.277662 1.0 -0.2 2.0
N 0.393328 -3.872921 0.132724 0.1 0.8 -1.1
C -1.537632 4.131331 3.730592 1.3 -1.1 -0.3
C -0.001600 -3.580721 -1.253477 0.7 1.1 0.0
C -3.043038 3.808408 1.135634 -0.2 1.3 -0.9
C -4.583772 -1.415909 -2.708436 -0.8 -1.6 -0.2
C -1.932113 -0.873817 -3.433706 -0.1 -1.2 0.0
C -3.147855 2.423633 -2.136536 0.9 0.7 1.5
C 3.957273 -1.930366 -2.432491 -2.8 -0.1 0.1
C -0.860663 4.654895 4.799469 0.9 0.5 0.5
C -3.759845 -2.461413 -3.145571 -0.1 -0.8 0.7
C 1.430328 -4.348349 2.027627 1.1 -0.7 -1.6
C -1.743025 2.144988 -4.217674 0.2 -0.8 0.1
C -0.313412 -3.301730 1.122170 -2.2 0.2 0.0
C -4.081697 -0.147197 -2.671238 0.5 0.9 -0.1
C 2.432460 -4.921754 2.778827 0.8 -0.1 0.1
C 1.183814 3.645102 4.031377 -0.5 0.0 0.0
C -2.140916 1.554953 -2.817610 1.3 -0.2 -0.3
C -0.823731 1.485182 -2.018863 -1.3 0.4 0.6
C -2.443607 -2.171454 -3.432599 0.7 -0.2 -1.2
C 1.564452 -4.474893 0.628655 -1.5 0.5 0.3
C 0.531575 4.431473 4.961506 -1.4 -0.6 -0.9
C 2.585905 -5.124064 -0.053404 -1.1 0.4 -0.6
C -0.881018 3.290456 2.811132 0.1 0.2 0.2
C -2.733999 0.137788 -2.997999 -0.6 1.4 0.5
C 3.534619 -5.495093 2.131986 0.0 -0.4 -0.3
C 2.431616 1.068309 2.265989 1.2 -0.5 0.6
C 2.568735 3.772530 1.174886 1.1 -0.2 0.4
C 0.483350 3.073661 2.941872 0.6 0.7 0.7
C -2.609444 1.133956 1.799462 -0.2 0.1 -0.5
C 3.604580 -5.629053 0.697783 0.9 -0.5 1.9
H -3.871313 3.673654 1.829040 -0.1 -0.1 0.1
H -2.606942 2.268629 -4.880909 0.0 0.2 0.2
H -1.915624 0.322649 1.968246 0.1 -0.2 0.6
H -3.314467 1.360987 2.610918 0.1 -0.5 -0.2
H 3.345125 0.920607 1.626650 -0.9 0.1 0.5
H 1.850055 0.134176 2.240215 0.2 0.3 -0.1
H -3.066562 0.830379 0.839293 -0.4 0.1 0.6
H 4.328767 -5.870951 2.815429 -0.5 0.2 -1.0
H 4.448376 -6.171272 0.238453 -0.5 0.5 0.3
H -4.001884 2.451775 -2.732732 -1.6 0.8 -1.1
H -1.402960 5.294313 5.490065 0.2 0.0 0.0
H -0.916782 -0.716100 -3.782245 -0.1 0.1 0.3
H -3.409229 3.721412 0.097209 0.0 0.1 0.6
H 2.248553 3.511374 4.173056 0.1 -0.2 -0.3
H -1.766936 -2.934727 -3.815178 -0.3 -0.2 0.2
H 3.261437 3.471282 0.370605 -0.3 0.0 0.3
H 0.042458 -2.472843 -1.422957 0.3 -1.0 0.1
H -4.759864 0.668714 -2.448518 0.1 -0.2 0.3
H -2.635785 4.845055 1.249765 -0.3 -0.8 -0.1
H 2.483738 -5.205437 -1.138630 0.5 0.0 0.4
H -5.626727 -1.666985 -2.403140 0.9 0.5 -0.4
H -4.103008 -3.523853 -3.188228 0.2 1.1 0.1
H -2.549941 4.343685 3.564678 -1.3 0.3 0.1
H -3.488993 1.961890 -1.205913 0.3 0.0 0.1
H 3.190303 4.110306 2.028246 -0.3 -0.4 -0.2
H -2.755337 3.430899 -1.863425 -0.2 -0.7 -0.6
H -1.059073 1.442424 -4.747737 -0.3 0.5 0.5
H 2.047089 4.653798 0.837611 -0.5 0.1 -0.2
H -1.033292 -3.826539 -1.366432 -0.7 -0.4 0.0
H 0.595109 -4.118146 -1.993445 0.1 0.1 0.4
H 2.403591 -4.897772 3.850960 0.1 0.0 0.4
H 2.780495 1.215033 3.340334 -0.5 0.2 -1.3
H 1.078627 4.830444 5.780410 0.2 0.4 0.6
H -0.094329 0.992000 -2.613273 0.9 -0.5 -0.5
H -0.036064 -3.425897 3.238493 -0.1 0.0 -1.4
H -1.203979 3.085427 -4.060840 -0.2 -0.1 -0.2
```
Forces are in eV/Å.

## Properties
Energy relative to the best compared isomer or geometry (same formula, charge and spin) ... 0.000 eV
HOMO-LUMO gap (spin up / spin down) ... 0.224 / 0.275 Ha
Expectation value of S² ... 2.010
Spin multiplicity ... 3
E_LUMO (spin up / spin down) ... 0.077 / 0.076 Eh
Electronic energy ... -5363.1680 a.u.
Net charge ... -1
HOMO level (spin up / spin down) ... -4.00 / -5.41 eV



Record 2
C29H36F8N2O26P | ωB97M-V/def2-TZVPD

Geometry as XYZ:
```
102
Properties=species:S:1:pos:R:3:forces:R:3
P 2.627148 -1.517809 -1.026344 -0.4 0.1 0.0
F -1.142378 3.876245 -4.124156 0.0 0.0 0.1
F -1.024881 -7.723827 -9.506211 0.0 0.1 0.0
F -4.591602 3.697928 2.577532 0.1 0.0 -0.1
F -1.816820 -7.910207 1.959591 0.1 -0.1 0.1
F -0.664163 4.769646 5.999322 0.0 0.0 0.0
F 2.937807 6.150798 2.173911 -0.1 -0.1 0.0
F 3.216460 2.644435 3.415665 0.0 -0.2 0.0
F 1.492856 -8.700310 -3.853245 0.1 -0.2 0.1
O 3.100088 6.580599 -0.037702 0.1 0.1 -0.1
O 2.516172 -6.915997 -6.959687 0.0 0.0 0.0
O -4.310468 5.217672 -1.351931 -0.1 0.1 -0.1
O 1.266942 2.208202 2.343607 0.0 0.1 -0.1
O -2.488032 4.246728 3.198219 0.0 0.0 0.2
O -4.970112 5.718974 6.186120 -0.1 0.0 0.0
O -0.404263 5.090297 2.912916 0.0 -0.3 0.3
O -2.723882 5.675306 6.035116 0.0 0.2 0.1
O -3.748714 4.287257 7.430265 -0.1 0.0 0.0
O -2.205077 5.967876 -1.611476 0.0 0.0 0.1
O -0.857015 1.497542 2.048076 -0.1 0.1 0.0
O 1.074339 7.389409 -0.444938 -0.1 0.0 -0.1
O -3.032844 4.516881 -3.068908 -0.2 0.1 -0.1
O 1.005977 -7.421872 -8.565455 0.1 -0.1 -0.1
O -0.549740 -2.117429 -4.111359 -0.2 -0.1 0.2
O -1.327717 -5.429801 5.586851 0.0 0.0 0.0
O 0.514350 -7.792392 -6.434545 0.0 0.1 0.2
O 3.350762 -6.689734 -1.772724 0.1 0.0 0.1
O -0.980109 0.079868 -3.697977 0.1 -0.7 0.1
O -0.126362 2.155206 4.075610 -0.1 -0.1 0.1
O -1.992294 -6.527384 3.731905 -0.1 0.1 0.0
O 1.851317 -6.320445 -0.135536 0.0 -0.3 0.3
O 2.414519 6.860103 -2.172856 0.0 0.0 -0.1
O 1.271338 -7.428747 -2.009665 -0.1 0.1 0.0
O -2.177270 6.074316 1.995051 0.0 0.2 -0.1
O 0.096002 -5.791731 3.878928 0.1 0.0 0.1
N 1.953948 -0.450739 -4.556220 -0.1 0.1 0.0
N 1.873701 -1.766498 -2.567146 0.2 0.0 -0.3
C 0.535568 -1.327278 1.018184 0.0 0.0 0.1
C 1.148992 2.508154 4.600623 0.1 0.0 0.0
C -3.530550 5.672475 1.731879 0.0 -0.1 0.0
C -0.283326 -0.977159 -3.703815 0.1 0.8 -0.5
C -2.378445 3.878561 7.403422 0.1 0.0 -0.1
C 1.897578 2.957152 3.359596 -0.2 0.1 0.0
C 2.212498 6.930483 -1.009151 -0.1 0.0 0.2
C 2.137096 -6.777274 -1.189277 -0.1 0.1 -0.3
C 1.452378 -7.321295 -7.282050 -0.1 -0.1 0.0
C 1.126808 7.157295 0.968679 0.0 -0.1 0.0
C -1.439450 -6.698733 2.440751 0.0 0.1 0.0
C 0.001450 1.906571 2.747941 0.1 0.0 0.1
C -3.798667 4.738451 2.898590 0.1 0.1 0.0
C 2.355809 -3.236440 -0.426651 0.2 -0.2 -0.2
C -1.090747 -5.868934 4.511906 0.0 -0.1 -0.1
C -1.791923 4.935438 -3.619496 0.0 0.1 0.0
C 0.052061 -6.609618 2.704274 -0.1 -0.1 0.0
C -1.585239 5.123525 2.732623 0.1 0.1 -0.4
C -3.929221 5.265990 6.522419 0.1 -0.1 -0.1
C -0.166063 -8.208026 -8.578053 0.1 -0.1 0.1
C 1.250709 -0.616060 -0.135980 0.0 0.3 0.2
C -1.692577 5.098167 6.809833 -0.2 0.0 0.0
C 1.852968 -7.519127 -3.295038 0.0 0.2 -0.1
C -3.287608 5.234176 -1.959297 0.2 -0.2 0.0
C 1.201507 -0.690867 -3.307243 0.3 0.1 0.2
C 2.621270 7.045101 1.205902 0.0 0.1 -0.1
C -1.092909 5.545355 -2.414622 0.0 0.0 -0.1
C -0.685223 -8.056670 -7.157949 0.0 0.2 -0.1
C 3.337337 -7.446965 -2.983895 -0.1 -0.1 -0.1
H -1.348085 -7.191972 -7.095461 0.0 0.0 0.0
H 0.626249 6.220902 1.211248 0.0 0.0 0.1
H 0.496419 -0.295977 -0.860031 0.1 -0.1 -0.1
H -3.571133 5.141352 0.782926 -0.1 0.0 0.0
H 0.443741 -7.599804 2.945322 0.0 0.0 -0.1
H 0.645052 7.977443 1.491283 0.0 0.1 0.0
H 1.320306 -0.028371 -5.225382 0.0 -0.1 0.0
H -4.199528 5.219822 3.790384 -0.1 0.0 0.0
H 0.194950 -2.325499 0.733389 0.0 0.1 0.0
H -1.344647 5.837868 7.533585 0.1 0.0 0.0
H -0.346191 -0.746168 1.311024 0.2 -0.1 0.0
H 1.187488 -1.428053 1.897287 -0.1 0.0 -0.1
H -0.530778 4.772944 -1.887717 0.0 0.0 0.0
H 1.189855 0.215462 -2.696916 -0.1 0.0 0.0
H 1.484418 -6.705912 -3.921247 -0.1 -0.1 -0.1
H 3.137193 -3.871127 -0.864268 -0.1 0.1 0.1
H -1.833355 -5.926091 1.779141 0.0 -0.1 -0.1
H 3.122532 7.986750 1.441249 0.0 0.0 0.1
H 1.623852 1.621302 5.026408 0.1 0.0 0.0
H 1.386632 -3.572485 -0.803944 0.1 0.0 0.1
H 1.794379 4.015572 3.126761 0.1 0.0 0.1
H 1.717984 0.304531 0.241337 -0.2 -0.1 0.0
H -1.995806 5.638678 -4.430403 0.0 0.0 0.0
H 3.926628 -6.942262 -3.742183 0.0 0.1 0.0
H -2.054234 3.619692 8.405826 0.0 0.0 0.0
H -4.160907 6.554109 1.691803 0.0 0.0 0.1
H 3.722235 -8.450790 -2.793464 0.0 0.0 0.0
H 0.099235 -9.228982 -8.861058 -0.1 0.0 -0.1
H 2.682725 0.235865 -4.391591 0.0 0.0 0.1
H -2.263149 3.031524 6.724459 0.0 0.0 0.0
H 2.552913 -2.154629 -3.214127 -0.1 -0.2 0.0
H 1.034469 3.279542 5.354584 0.0 0.0 -0.1
H -1.169480 -8.940196 -6.755079 0.1 0.0 0.0
H 0.620163 -6.165876 1.896037 0.1 0.1 0.0
H -0.457973 6.396522 -2.636521 0.0 0.0 0.0
H 2.403780 -3.338498 0.660628 0.1 0.1 -0.1
```
Forces are in eV/Å.

## Properties
HOMO-LUMO gap ... 0.197 Ha
Spin multiplicity ... 1
E_LUMO ... 0.057 Eh
Electronic energy ... -4332.8825 a.u.
Net charge ... -1
HOMO level ... -3.82 eV



Record 3
C29H36GdN6O3PSSi | ωB97M-V/def2-TZVPD

Geometry as XYZ:
```
78
Properties=species:S:1:pos:R:3:forces:R:3
Gd 0.933949 0.632741 1.014492 -0.3 -2.3 -0.5
S -1.636859 0.119964 0.323060 -0.6 -0.1 0.0
P 1.193554 -2.106744 1.417578 0.1 -1.7 0.2
Si -3.536453 0.678989 -2.341819 -0.2 0.1 -0.3
O 4.695035 0.470800 -1.312439 0.0 0.0 0.0
O 0.207641 1.127507 2.897339 -0.6 0.7 1.9
O 2.816864 1.118253 0.364968 1.7 0.5 -0.6
N 0.448709 0.073003 -1.265369 -0.7 -0.1 -1.1
N 2.554765 -4.502968 1.036142 0.1 -0.1 0.0
N 0.211862 -4.484811 0.355761 -0.1 -0.1 -0.1
N 0.788692 -4.523692 2.725972 0.0 -0.1 0.1
N 0.855839 2.828071 1.057633 -0.2 1.5 0.1
N -0.271744 3.115003 1.795284 -0.3 0.3 0.2
C -2.134269 1.350127 4.383236 0.1 0.0 -0.1
C 2.252428 3.123173 -0.853429 0.3 -0.4 -0.1
C 3.022101 1.948072 -0.623107 0.3 0.6 -0.5
C 2.750205 -3.059074 1.006026 -0.1 0.1 0.1
C -4.044777 2.198002 -1.351748 0.0 -0.2 -0.1
C 1.087770 0.170463 -2.441007 0.2 0.0 0.0
C 0.455529 0.498610 -3.614073 0.1 0.0 -0.1
C 4.052999 1.645574 -1.562035 -0.1 0.0 0.3
C -3.749092 3.580471 4.061359 0.0 0.1 0.0
C -1.760445 2.352849 3.493483 -0.1 -0.1 0.1
C -3.310550 1.461061 5.106847 0.0 0.0 0.0
C 2.131714 -4.962091 2.356757 0.0 0.1 0.0
C 3.571158 3.633592 -2.823216 0.0 0.1 0.0
C -4.121769 2.574604 4.943120 0.0 0.0 0.0
C -4.380292 -0.892331 -1.726996 0.2 0.2 0.0
C 0.729361 -3.084058 2.942703 0.1 0.2 -0.1
C -0.148090 -4.952941 1.690387 0.1 0.1 0.0
C 1.130446 3.489419 -0.010198 0.0 0.1 0.3
C 4.325566 2.470889 -2.625148 0.0 0.0 -0.1
C -0.927320 0.682385 -3.583463 -0.1 -0.1 0.0
C -0.517638 2.185916 2.698617 -0.2 0.8 -0.1
C 5.685673 0.080125 -2.235353 0.1 -0.1 0.0
C -4.076245 0.910912 -4.141769 0.1 0.0 0.2
C 0.075901 -3.039549 0.235929 0.1 0.1 0.1
C -1.644845 0.535901 -2.409417 -0.1 0.0 0.3
C -2.574719 3.473076 3.336765 0.1 -0.1 0.0
C 2.553000 3.939172 -1.961531 -0.2 0.1 0.0
C -0.897038 0.262802 -1.236852 0.2 -0.3 -0.3
C 1.566240 -4.933273 0.051020 0.0 0.1 0.1
H 0.504537 4.329475 -0.313691 0.0 0.1 0.1
H 0.319640 -2.732058 -0.783424 0.0 0.0 0.0
H -4.228417 -1.027665 -0.658612 0.0 0.0 0.1
H -1.491337 0.487229 4.492593 0.0 0.0 0.0
H 1.401794 -2.811307 3.759066 0.0 0.0 0.0
H -3.593093 3.101010 -1.768191 0.0 0.0 0.0
H -0.285126 -2.800442 3.231571 0.0 0.0 0.0
H 3.081789 -2.755418 0.010134 0.0 0.0 0.0
H 1.854823 -4.558314 -0.932771 0.0 0.0 0.0
H -5.047291 2.658715 5.498852 0.0 0.0 0.0
H 2.842385 -4.602736 3.103509 0.0 0.0 0.0
H 2.152658 -0.033846 -2.412337 0.0 0.1 0.0
H -4.378286 4.452108 3.933307 0.0 0.0 0.0
H 3.798181 4.279409 -3.660550 0.0 0.0 0.0
H -0.954968 -2.743789 0.432679 0.0 0.0 0.0
H 1.019593 0.598545 -4.530665 0.0 0.0 0.0
H 2.143205 -6.054223 2.355156 0.0 0.0 0.0
H 1.955283 4.829448 -2.119576 0.0 0.0 0.0
H -2.269702 4.240628 2.640112 0.0 0.0 0.0
H 6.048717 -0.887360 -1.896819 0.0 0.0 0.0
H -3.595570 0.678569 5.798420 0.0 0.0 0.0
H -1.449936 0.922596 -4.502829 0.0 0.0 0.0
H -3.726956 2.104630 -0.313019 0.0 0.0 0.0
H 6.523298 0.783735 -2.259491 0.0 0.0 0.0
H 3.534007 -2.784254 1.715461 0.0 0.0 0.0
H -5.454978 -0.831612 -1.917102 0.0 0.0 0.0
H -5.129966 2.325425 -1.368251 0.0 0.0 0.0
H 5.278560 -0.020497 -3.247105 0.0 0.0 0.0
H -5.165894 0.949988 -4.205298 0.0 0.0 0.0
H 1.566087 -6.025477 0.027749 0.0 0.0 0.0
H -1.147234 -4.591037 1.938649 0.0 0.0 0.0
H -0.158821 -6.045155 1.676166 0.0 0.0 0.0
H 5.117423 2.226365 -3.320913 0.0 0.0 0.0
H -3.738865 0.084206 -4.771350 0.0 0.0 0.0
H -3.690122 1.841161 -4.565768 0.0 0.0 0.0
H -4.000242 -1.778041 -2.241197 0.0 0.0 0.0
```
Forces are in eV/Å.

## Properties
Energy relative to the best compared isomer or geometry (same formula, charge and spin) ... 0.954 eV
HOMO-LUMO gap (spin up / spin down) ... 0.280 / 0.285 Ha
Expectation value of S² ... 15.863
Spin multiplicity ... 8
E_LUMO (spin up / spin down) ... -0.004 / 0.003 Eh
Electronic energy ... -3475.7039 a.u.
Net charge ... 0
HOMO level (spin up / spin down) ... -7.71 / -7.69 eV